[1]
Here is a 2-piece molecular cluster, C8H15F3N2P overall from the OMol25 dataset. Energies are from wB97M-V/def2-TZVPD.

Geometry as XYZ:
```
29
Properties=species:S:1:pos:R:3:forces:R:3
H -3.39992 -0.06585 -1.34464 0.0 0.0 0.0
N 0.55671 -0.33370 2.15374 -0.1 0.2 0.1
C -0.16345 -0.58442 3.23992 0.1 -0.1 0.1
C -3.15302 0.81995 -1.93439 0.0 0.0 0.0
H -0.34424 2.63963 -1.52812 0.0 0.0 0.0
C 1.48161 -2.06922 4.11530 0.0 0.0 0.0
H -1.12463 -0.08416 3.30277 0.0 0.0 0.0
F 2.35595 -0.27046 -3.32819 0.0 0.0 0.0
H 1.11147 1.05093 -0.63869 0.0 0.0 0.0
C -0.87050 1.75258 -1.89914 0.0 -0.1 0.1
H -4.08828 1.35391 -2.14077 0.0 0.0 0.0
H 3.19510 -2.29224 2.82612 0.0 0.0 0.0
P 0.23133 0.22218 -1.50528 0.0 0.0 -0.1
F 0.77268 0.89202 -4.23749 0.0 0.0 0.0
H 1.09752 -0.93300 -1.24397 0.0 0.0 0.0
H -1.00972 1.87250 -2.97470 0.0 0.0 -0.1
H -2.05036 1.35928 -0.32293 0.0 0.0 0.0
H 1.84258 -2.74699 4.87935 0.0 0.0 0.0
H -0.37216 -1.60811 5.11900 0.0 0.0 0.0
N -2.19164 1.69420 -1.26935 0.0 0.1 0.1
H -2.75424 0.45748 -2.87951 0.0 0.0 -0.1
H -0.55709 -0.60039 -2.46378 0.0 0.0 0.0
C 0.25349 -1.43944 4.25198 0.0 0.0 0.0
F 2.15756 1.83854 -2.86649 0.0 0.0 0.0
C 1.73108 -0.93908 2.02797 0.0 0.0 -0.1
C 2.23456 -1.81811 2.97961 0.0 0.0 0.0
H -0.64354 -0.14806 -0.39113 0.0 0.0 0.0
C 1.42359 0.69290 -3.04544 0.0 0.0 0.0
H 2.27755 -0.71288 1.11827 0.0 0.0 0.0
```
Positions in Å, forces in eV/Å.

Properties
- Lowest unoccupied orbital energy: 2.96 eV
- Charge: -1
- Kohn-Sham gap: 6.0037 eV

Löwdin charges, unit e, in atom order:
1. H 0.062
2. N 0.069
3. C -0.158
4. C -0.181
5. H 0.059
6. C -0.103
7. H 0.100
8. F -0.002
9. H -0.044
10. C -0.426
11. H 0.050
12. H 0.095
13. P 0.401
14. F 0.001
15. H -0.071
16. H 0.059
17. H 0.053
18. H 0.095
19. H 0.091
20. N -0.198
21. H 0.057
22. H -0.032
23. C -0.092
24. F 0.005
25. C -0.146
26. C -0.079
27. H -0.068
28. C -0.693
29. H 0.097



[2]
Here is an isolated ion of composition C6H14N2 and charge +2 from the OMol25 dataset. Energies are from wB97M-V/def2-TZVPD.

Geometry as XYZ:
```
22
Properties=species:S:1:pos:R:3:forces:R:3
C -0.72551 -0.63929 1.18493 0.3 0.0 0.0
H 2.04020 -0.88283 0.83635 0.2 0.0 0.0
H 0.20776 0.46215 -3.17265 0.0 -0.1 0.7
H 1.76628 2.14191 -1.24746 0.0 0.1 -0.3
H -2.38993 -0.45453 2.45763 0.1 0.2 0.1
N 1.18709 1.35331 -1.53710 0.0 -0.3 0.8
H -1.61461 -2.43925 0.33481 -0.2 0.2 0.0
H -0.65018 -0.87905 -0.96282 -0.1 -0.2 0.1
H -0.16771 -2.70709 1.23281 0.2 -0.1 0.2
N -1.81816 0.17780 1.88311 -0.2 -0.2 0.1
C 2.07320 -0.12659 0.06505 0.1 0.4 0.1
H -2.47297 0.65960 1.26022 0.1 -0.1 -0.1
C 0.79432 1.27084 -2.73482 -0.1 0.4 -1.5
C -1.07446 -2.11375 1.22412 -0.3 -0.2 -0.6
C -0.45270 -0.09871 -0.22812 0.5 0.5 -0.5
H -1.67442 -2.37371 2.08923 0.1 -0.2 0.3
H 0.15336 -0.47993 1.80808 -0.1 0.1 0.1
H -1.39637 0.88136 2.49343 -0.2 0.0 0.1
H 1.07785 2.03918 -3.45265 0.0 0.1 0.3
C 0.98172 0.37304 -0.47189 -0.8 -0.6 -0.1
H -1.12743 0.71374 -0.50332 -0.1 0.1 0.2
H 3.02247 0.26211 -0.26915 0.3 -0.2 0.2
```
Positions in Å, forces in eV/Å.

Properties
- SMILES string: C=[NH+]C(=C)C[C@H](C)[NH3+]
- Lowest unoccupied orbital energy: -8.36 eV
- Charge: +2
- Kohn-Sham gap: 10.1441 eV

Löwdin charges, unit e, in atom order:
1. C -0.304
2. H 0.100
3. H 0.146
4. H 0.197
5. H 0.175
6. N 0.100
7. H 0.103
8. H 0.132
9. H 0.106
10. N 0.241
11. C 0.160
12. H 0.177
13. C 0.219
14. C -0.010
15. C -0.080
16. H 0.096
17. H 0.139
18. H 0.184
19. H 0.143
20. C -0.258
21. H 0.127
22. H 0.105



[3]
Here is a 2-piece molecular cluster, C6H7ClN3O overall from the OMol25 dataset. Energies are from wB97M-V/def2-TZVPD.

Geometry as XYZ:
```
18
Properties=species:S:1:pos:R:3:forces:R:3
H -0.09053 -2.21715 -0.47631 -0.5 -0.9 -0.2
C 0.65063 3.12815 -1.30814 -0.2 4.5 -2.0
H 0.63851 4.20706 -1.61817 0.1 -1.2 0.8
N -1.63252 -2.67531 3.18980 1.0 0.5 -0.8
H -1.53076 -0.36798 -0.89939 -0.4 0.8 -0.1
N -0.72079 -2.95845 2.26180 -3.1 0.2 3.3
Cl 3.53871 2.74870 -1.18783 -2.8 -0.1 0.4
N -0.05833 -3.13000 1.34606 2.1 0.4 -2.1
C 0.16369 1.04908 -1.17482 -1.3 -2.5 1.1
C -0.47462 -0.17562 -0.89167 1.0 -0.5 -0.7
C 1.78778 2.41091 -1.07567 3.6 0.3 -0.4
H -1.68906 -1.78096 3.75494 0.6 -1.3 -1.0
H -1.48029 2.41889 -1.49456 0.8 0.2 -0.5
O 1.50138 1.14564 -0.93883 -0.1 -1.3 -0.2
H -1.91231 -3.55689 3.56767 -0.6 0.1 1.0
C 0.29980 -1.28213 -0.75927 1.6 0.4 0.3
C -0.39334 2.26861 -1.46416 -1.0 0.3 1.0
H 1.40203 -1.23255 -0.83146 -0.8 0.0 0.0
```
Positions in Å, forces in eV/Å.

Properties
- ⟨S²⟩: 2.0281
- Lowest unoccupied orbital energy (spin up / spin down): -4.31 / -7.08 eV
- Charge: +1
- Kohn-Sham gap (spin up / spin down): 4.6267 / 6.7759 eV
- 2S+1: 3

Löwdin charges, unit e, in atom order:
1. H 0.012
2. C -0.015
3. H 0.164
4. N 0.079
5. H 0.131
6. N -0.212
7. Cl 0.786
8. N 0.092
9. C -0.229
10. C -0.015
11. C -0.583
12. H 0.140
13. H 0.164
14. O 0.065
15. H 0.101
16. C 0.143
17. C 0.063
18. H 0.113